[1]
Here is a 12-piece molecular cluster, H24O12 overall at a distorted geometry from the OMol25 dataset. Energies are from wB97M-V/def2-TZVPD.

Structure (XYZ):
```
36
H24O12 (wB97M-V/def2-TZVPD)
H -1.20755 -0.37866 -0.55256
H 0.24095 -0.81638 -0.69492
H -2.11127 4.19149 0.01678
H -1.07556 3.71294 1.02095
H -0.00019 0.00440 -4.35522
H 0.59875 0.35266 -3.00243
H 3.90408 -2.15365 2.95169
H 2.95749 -2.06025 1.76624
H -3.76546 1.61444 -1.21579
H -2.62191 0.98588 -1.99505
H 4.60355 0.00951 -1.26879
H 3.11236 0.06780 -0.98071
H 2.60177 3.64780 -2.32446
H 1.20439 3.05062 -2.35192
H 1.74997 1.46729 2.35054
H 0.42298 1.65672 1.63412
H -1.05973 -0.39329 2.83103
H -1.91670 -1.38959 2.06746
H -2.29333 -1.99122 -0.90728
H -3.39234 -2.67773 -1.70159
H -1.35348 -3.49828 1.61096
H -1.32625 -4.97696 1.96142
H 0.90497 -0.60651 2.49194
H 0.12873 -0.08755 1.29270
O -0.32594 -0.03831 -0.74205
O -1.65908 4.45494 0.82618
O -0.23142 0.10511 -3.42496
O 3.60521 -1.54840 2.26369
O -3.45782 0.77086 -1.56609
O 3.74678 0.06871 -1.70632
O 1.92390 3.27346 -1.75056
O 1.23098 1.13176 1.61091
O -1.89588 -0.87029 2.87918
O -2.70132 -2.01044 -1.78030
O -1.37930 -4.37473 1.21075
O 0.83766 -0.69415 1.53446
```

Values from the calculation:
- SMILES = O.O.O.O.O.O.O.O.O.O.O.O
- energy above the lowest of the compared OMol25 structures with the same formula, charge and spin (eV) = 5.746
- lowest unoccupied orbital energy (eV) = -0.2
- frontier orbital gap (eV) = 9.0

[2]
Here is one molecule with the formula C24H19ClN4O3S at a distorted geometry from the OMol25 dataset. Energies are from wB97M-V/def2-TZVPD.

Structure (XYZ):
```
52
C24H19ClN4O3S (wB97M-V/def2-TZVPD)
O -2.07980 -1.17139 -3.03257
C -0.92390 -1.40547 -2.78475
N -0.43887 -1.69043 -1.53974
N -1.21177 -1.57803 -0.44920
C -0.66559 -1.67978 0.69599
C -1.46359 -1.55554 1.89910
C -2.85660 -1.61076 1.78779
C -3.66586 -1.54876 2.90289
C -3.10085 -1.45094 4.16721
C -1.72771 -1.39004 4.29783
C -0.89814 -1.42120 3.17827
C 0.55348 -1.26926 3.45012
O 1.09236 -1.64111 4.46264
O 1.22101 -0.62304 2.48604
H 2.16089 -0.51565 2.71697
H -1.26662 -1.30633 5.27057
H -3.72884 -1.41999 5.04455
H -4.73937 -1.58809 2.79216
H -3.27501 -1.71221 0.79851
H 0.40860 -1.85698 0.79538
H 0.57436 -1.82814 -1.42343
C 0.18339 -1.36092 -3.82618
H -0.23088 -1.49745 -4.82294
H 0.99719 -2.05652 -3.63266
S 0.86861 0.33194 -3.81264
C 1.69470 0.30492 -2.27625
N 2.27773 -0.75511 -1.77784
C 2.86879 -0.32529 -0.61595
C 3.63574 -1.02611 0.30615
C 4.12578 -0.32496 1.38929
C 3.86319 1.03741 1.55895
C 3.10038 1.74766 0.65331
C 2.60055 1.05161 -0.43460
N 1.83496 1.42794 -1.51454
C 1.08498 2.65298 -1.67861
C -0.39713 2.35810 -1.70744
C -1.04533 1.78799 -0.61489
C -2.37693 1.41202 -0.68383
C -3.08645 1.61875 -1.85190
C -2.47150 2.22010 -2.93601
C -1.13914 2.58081 -2.86142
H -0.65269 3.02552 -3.71689
H -3.02165 2.38874 -3.84821
H -4.11584 1.30505 -1.91421
H -2.84137 0.94915 0.17213
Cl -0.19535 1.52677 0.87755
H 1.33066 3.30206 -0.83512
H 1.38304 3.14356 -2.61051
H 2.90474 2.79938 0.79505
H 4.27154 1.54768 2.41873
H 4.73616 -0.83595 2.12007
H 3.84396 -2.07468 0.16510
```

Values from the calculation:
- SMILES = O=C(CSc1nc2ccccc2n1Cc1ccccc1Cl)N/N=C/c1ccccc1C(=O)O
- lowest unoccupied orbital energy (eV) = 0.1
- frontier orbital gap (eV) = 8.5

[3]
Here is C32H91ClN7O14 as an isolated structure at a distorted geometry from the OMol25 dataset. Energies are from wB97M-V/def2-TZVPD.

Structure (XYZ):
```
145
C32H91ClN7O14 (wB97M-V/def2-TZVPD)
Cl 0.62758 0.14245 -0.08703
O -0.31473 0.68015 0.83098
O 0.36098 -1.23846 -0.19353
O 0.48800 0.71101 -1.39629
O 1.95546 0.19417 0.36411
O 3.69491 -0.14397 -0.54599
H 3.64273 -1.08755 -0.69815
H 2.80228 0.11126 -0.31296
C 3.41037 -3.41601 -4.71650
C 2.28491 -3.99008 -3.92440
C 1.45917 -2.92406 -3.21709
O 2.26931 -2.17650 -2.33296
C 1.60814 -0.89143 -2.02033
N 1.45889 -4.69134 -4.85455
H 4.06672 -2.79987 -4.10194
H 2.97702 -2.70800 -5.42292
H 3.90076 -4.18575 -5.31242
H 2.67987 -4.67051 -3.17001
H 0.65861 -3.35559 -2.61628
H 0.90336 -2.33770 -3.94877
H 1.99040 -0.37598 -1.13926
H 0.55514 -0.99214 -1.75738
H 1.71206 -0.30040 -2.93027
H 1.35568 -3.98535 -5.56940
H 0.58233 -4.62854 -4.35676
C -2.10391 -1.32087 1.63771
C -1.35720 -0.67999 2.81062
C -1.70022 -1.16203 4.21883
O -3.11977 -1.12511 4.40190
C -3.71448 0.14498 4.47302
N 0.05294 -0.96699 2.55985
H -1.84514 -0.82608 0.70159
H -3.16778 -1.14929 1.80157
H -2.10810 -2.41084 1.64415
H -1.41149 0.39770 2.65650
H -1.14878 -0.46540 4.85028
H -1.36172 -2.18255 4.39786
H -3.53040 0.83337 3.64819
H -3.38029 0.71810 5.33788
H -4.78286 -0.05825 4.39995
H 0.33395 -0.59786 1.66271
H 0.62510 -0.40549 3.17421
C 2.99770 1.17376 -2.51181
C 2.68065 2.56710 -2.03504
C 2.16338 2.56116 -0.53402
O 1.83748 3.92752 -0.10347
C 1.27387 3.93382 1.19872
N 3.93748 3.25469 -2.08452
H 2.12814 0.51792 -2.46866
H 3.88645 0.71930 -2.07399
H 3.22858 1.17349 -3.57708
H 1.98361 3.13718 -2.64923
H 2.96471 2.21481 0.11868
H 1.29956 1.92773 -0.33229
H 1.03417 4.95289 1.50224
H 2.01906 3.51248 1.87345
H 0.38825 3.30556 1.29392
H 4.14274 3.63323 -2.99813
H 3.89786 3.97735 -1.38004
C -3.12974 2.99670 -1.35674
C -1.80935 2.26632 -1.37084
C -1.18893 2.16826 -2.74977
O -1.97337 1.21291 -3.48241
C -1.53521 1.02021 -4.83617
N -0.94400 3.04709 -0.44026
H -3.67511 2.98871 -0.41302
H -3.75422 2.59539 -2.15490
H -3.05374 4.03687 -1.67357
H -1.87499 1.26521 -0.94473
H -0.16961 1.81607 -2.59157
H -1.19708 3.13483 -3.25355
H -2.17184 0.44591 -5.50922
H -0.52489 0.62137 -4.74522
H -1.37117 1.98117 -5.32376
H -0.14720 2.44642 -0.28409
H -1.33444 3.14179 0.48639
C 0.80638 -4.18713 -0.69020
C 1.19517 -3.65168 0.67300
C 1.91471 -4.63684 1.53595
O 1.23636 -5.74293 2.06756
C 0.19386 -5.52484 2.99762
N 2.04573 -2.50601 0.50421
H 0.43878 -5.20930 -0.59996
H 1.67385 -4.25237 -1.34699
H 0.05607 -3.58860 -1.20682
H 0.36065 -3.19223 1.20270
H 2.28914 -4.07079 2.38889
H 2.78589 -5.03357 1.01465
H 0.61000 -5.19201 3.94850
H -0.37921 -6.42891 3.20336
H -0.46630 -4.72959 2.65140
H 2.41998 -2.15942 1.37593
H 1.42774 -1.75562 0.23016
C -0.88707 -2.88216 -2.67874
C -1.65050 -1.49974 -2.65097
C -2.17260 -1.16437 -1.26593
O -3.05546 -0.03044 -1.26519
C -3.43309 0.31148 0.06953
N -0.63950 -0.57123 -3.09797
H 0.03963 -2.82086 -2.10814
H -0.62715 -3.22983 -3.67858
H -1.51776 -3.67226 -2.27120
H -2.47739 -1.55062 -3.35933
H -1.33992 -0.93556 -0.60080
H -2.76955 -2.00063 -0.90203
H -2.65823 0.82568 0.63812
H -3.76098 -0.53684 0.67032
H -4.32382 0.93853 0.03083
H -1.09925 0.32318 -3.19155
H 0.05093 -0.39570 -2.38203
C -2.03223 5.30932 0.09207
C -3.15810 4.67364 1.02635
C -2.61710 3.60845 1.92454
O -2.06014 2.54517 1.16499
C -1.71816 1.40304 1.98952
N -3.91494 5.71699 1.75279
H -1.84511 4.56036 -0.67744
H -1.08422 5.43305 0.61560
H -2.33553 6.26838 -0.32782
H -3.88724 4.16344 0.39694
H -3.45575 3.18262 2.47539
H -1.95244 4.11040 2.62764
H -0.79690 1.64443 2.51972
H -1.51847 0.56893 1.31684
H -2.51089 1.03403 2.64029
H -4.38907 6.06980 0.93376
H -4.64948 5.22465 2.24079
C 3.55753 -0.90115 1.71253
C 2.29984 -1.14074 2.49038
O 2.33935 -2.45009 2.90575
H 3.59709 0.09812 1.27894
H 3.51329 -1.52500 0.81980
H 4.45870 -1.32112 2.15932
H 1.44856 -0.79765 1.90241
H 2.32959 -0.45864 3.34005
H 1.48745 -2.82637 3.13874
C 1.32574 1.62957 2.66482
C 0.60681 1.60988 4.03082
O 0.02587 0.33736 4.30147
H 2.09524 0.85816 2.63475
H 1.79812 2.60751 2.57213
H 0.60936 1.41288 1.87241
H -0.09732 2.44119 4.06556
H 1.30121 1.82919 4.84188
H -0.47643 0.47505 5.10791
```

Values from the calculation:
- lowest unoccupied orbital energy (eV) = 1.9
- total charge = -1
- frontier orbital gap (eV) = 6.8

[4]
Here is a 2-piece molecular cluster, CH2O2S2 overall at a distorted geometry from the OMol25 dataset. Energies are from wB97M-V/def2-TZVPD.

Structure (XYZ):
```
7
CH2O2S2 (wB97M-V/def2-TZVPD)
C -1.36948 0.66065 -0.27901
O -3.13841 -1.15560 0.09468
O -0.78545 1.81881 -0.35709
S 0.29048 -1.36486 -0.49172
S -2.94019 0.27055 -0.12158
H -0.10187 1.85996 -1.04646
H -0.02009 -1.74801 0.74126
```

Values from the calculation:
- energy above the lowest of the compared OMol25 structures with the same formula, charge and spin (eV) = 3.478
- lowest unoccupied orbital energy (spin up / spin down) (eV) = -1.8 / -1.8
- frontier orbital gap (spin up / spin down) (eV) = 7.6 / 7.6

[5]
Here is C48H38N5O2P2Sr as an isolated structure at a distorted geometry from the OMol25 dataset. Energies are from wB97M-V/def2-TZVPD.

Structure (XYZ):
```
96
C48H38N5O2P2Sr (wB97M-V/def2-TZVPD)
Sr 0.30255 -0.54520 0.08725
O 0.11094 -3.36395 -2.92538
C 0.49001 -2.27320 -2.47706
N 1.32382 -2.00662 -1.46869
C 2.08730 -3.06148 -0.90012
C 2.65138 -4.07388 -1.68085
C 3.43855 -5.06777 -1.12092
C 3.66933 -5.06954 0.24959
C 3.13716 -4.06125 1.03923
C 2.36107 -3.03613 0.48918
N 1.72632 -2.03711 1.27079
C 2.25742 -1.63022 2.42626
O 3.36927 -1.85417 2.92352
C 1.28739 -0.78532 3.26418
C 1.64172 -0.48542 4.57820
C 0.73500 0.17838 5.38046
C -0.50496 0.52555 4.85388
C -0.76218 0.21629 3.53384
N 0.10904 -0.42364 2.74177
C -0.06092 -1.01721 -3.17238
C -0.80304 -1.20307 -4.33501
C -1.28016 -0.09193 -5.00568
C -1.01394 1.17022 -4.49057
C -0.28382 1.26003 -3.32144
N 0.19530 0.19733 -2.67031
H 2.44438 -4.07905 -2.74249
H 3.85877 -5.84247 -1.75200
H 4.27109 -5.84725 0.70537
H 3.33362 -4.04389 2.10138
H 2.62086 -0.79530 4.91714
H 0.98155 0.41678 6.40932
H -1.25570 1.03281 5.44741
H -1.70500 0.49633 3.07521
H -0.97815 -2.21809 -4.66419
H -1.85803 -0.20502 -5.91527
H -1.37692 2.06915 -4.97071
H -0.09345 2.22884 -2.87340
C -0.15487 2.99996 -0.19619
P 0.16927 2.67158 1.60363
C -0.31679 4.28503 2.33438
C -1.57003 4.36360 2.93967
C -2.03609 5.56816 3.45895
C -1.24500 6.70470 3.38777
C 0.00938 6.63825 2.78877
C 0.46604 5.43876 2.26217
C 1.98490 2.61437 1.84330
C 2.78382 1.91575 0.93266
C 4.08714 1.55087 1.24711
C 4.62237 1.89159 2.47919
C 3.84860 2.60196 3.38864
C 2.54180 2.95183 3.07932
C -1.48176 2.34181 -0.48840
C -2.71301 2.91326 -0.77086
C -3.61996 1.82974 -0.93475
C -2.87226 0.67940 -0.72752
C -3.28574 -0.75961 -0.91642
P -2.32505 -1.86884 0.19327
C -2.89101 -3.55079 -0.25562
C -3.92647 -3.78834 -1.15447
C -4.28605 -5.08766 -1.49303
C -3.61448 -6.16547 -0.93592
C -2.56748 -5.93888 -0.05112
C -2.20167 -4.64194 0.27448
C -3.12274 -1.62696 1.82788
C -4.12992 -0.69021 2.04205
C -4.64499 -0.48781 3.31867
C -4.16234 -1.22132 4.39350
C -3.14590 -2.14857 4.19095
C -2.62216 -2.33700 2.92102
N -1.57354 0.97684 -0.43262
H 0.64044 2.55498 -0.80670
H -0.17336 4.06966 -0.39674
H -2.18715 3.47280 2.98985
H -3.01551 5.61547 3.91929
H -1.60139 7.64253 3.79648
H 0.62879 7.52532 2.72914
H 1.44405 5.39160 1.79566
H 2.39045 1.63618 -0.04108
H 4.67246 0.98006 0.53763
H 5.62817 1.58583 2.73714
H 4.25793 2.86258 4.35781
H 1.93641 3.46949 3.81520
H -2.92664 3.96990 -0.86080
H -4.66980 1.88351 -1.18945
H -3.04033 -1.09241 -1.93171
H -4.36221 -0.88650 -0.78862
H -4.46188 -2.96078 -1.60091
H -5.08958 -5.25443 -2.20042
H -3.89154 -7.17776 -1.20406
H -2.01487 -6.77234 0.36423
H -1.34145 -4.47818 0.91640
H -4.48963 -0.08073 1.22196
H -5.42118 0.25316 3.47034
H -4.56414 -1.06126 5.38737
H -2.74352 -2.70865 5.02644
H -1.78997 -3.02073 2.78501
```

Values from the calculation:
- energy above the lowest of the compared OMol25 structures with the same formula, charge and spin (eV) = 0.784
- lowest unoccupied orbital energy (eV) = 2.4
- total charge = -1
- frontier orbital gap (eV) = 6.6

[6]
Here is one molecule with the formula C4H11NO2 at a distorted geometry from the OMol25 dataset. Energies are from wB97M-V/def2-TZVPD.

Structure (XYZ):
```
18
C4H11NO2 (wB97M-V/def2-TZVPD)
C 0.23475 -1.52291 0.95378
O -0.38315 -2.79326 0.64334
C -0.31552 -0.38601 0.10544
C 0.57614 0.82672 0.39613
C 0.34749 1.95096 -0.63973
O 1.26068 1.97096 -1.73886
N -1.72646 -0.04863 0.34326
H 1.29749 -1.62212 0.76329
H 0.08843 -1.35626 2.02593
H 0.23749 -3.27480 0.10787
H -0.23883 -0.64776 -0.94988
H 0.43047 1.37060 1.33737
H 1.65793 0.64052 0.46472
H -0.66716 1.79135 -1.05711
H 0.30268 2.92023 -0.10258
H -2.16984 -0.80386 0.84802
H 0.69060 2.33705 -2.41991
H -1.96619 0.78703 0.84900
```

Values from the calculation:
- SMILES = N[C@H](CO)CCO
- energy above the lowest of the compared OMol25 structures with the same formula, charge and spin (eV) = 1.782
- lowest unoccupied orbital energy (eV) = 0.9
- frontier orbital gap (eV) = 10.1

Question: Number 5 is which compound?
Answer: C48H38N5O2P2Sr